No. 1
# C31H69FN8O7S2Si

A 7-piece molecular cluster, C31H69FN8O7S2Si overall at a distorted geometry (the ωB97M-V functional and the def2-TZVPD basis, the OMol25 dataset).

Geometry as XYZ:
```
119
C31H69FN8O7S2Si, DFT the ωB97M-V functional and the def2-TZVPD basis
C -3.18 8.20 1.19
C -3.88 6.95 0.66
C -3.48 5.71 1.48
F -4.57 5.23 2.23
Si -2.76 4.37 0.33
C -1.07 4.91 -0.35
C -0.25 3.66 -0.74
C 1.23 3.86 -0.45
S 2.13 2.37 -0.99
C 3.24 1.84 0.32
S 4.78 1.55 -0.09
N 2.82 1.55 1.64
C 2.44 2.70 2.46
C 0.96 2.77 2.77
O 0.61 1.57 3.43
C 0.60 0.55 2.45
C 1.92 0.37 1.68
C -3.96 4.02 -1.09
N -3.30 3.20 -2.15
C -4.29 2.41 -2.90
H -3.20 8.17 2.27
H -3.64 9.11 0.83
H -2.14 8.17 0.89
H -3.59 6.78 -0.38
H -4.96 7.06 0.68
H -2.70 6.01 2.18
H -2.55 3.09 1.05
H -0.55 5.56 0.35
H -1.29 5.46 -1.27
H -0.60 2.81 -0.17
H -0.34 3.46 -1.80
H 1.37 4.09 0.59
H 1.57 4.72 -1.02
H 2.94 2.60 3.42
H 2.81 3.63 2.04
H 0.36 2.87 1.87
H 0.73 3.62 3.41
H 0.40 -0.39 2.97
H -0.22 0.68 1.74
H 1.65 0.13 0.65
H 2.44 -0.50 2.04
H -4.83 3.47 -0.72
H -4.34 4.93 -1.54
H -2.72 2.53 -1.66
H -4.57 1.51 -2.35
H -5.18 3.02 -3.00
H -3.93 2.14 -3.88
C -1.37 3.57 8.06
N -0.55 4.51 7.31
C 0.59 4.25 6.61
C 1.08 2.83 6.58
O 1.17 5.15 6.02
H -2.38 3.56 7.66
H -1.41 3.87 9.11
H -0.96 2.57 8.00
H -0.83 5.47 7.29
H 1.98 2.78 5.98
H 1.31 2.47 7.59
H 0.33 2.18 6.13
C 5.35 -2.22 -1.52
N 6.55 -1.40 -1.44
C 7.83 -1.77 -1.70
C 8.07 -3.20 -2.14
O 8.75 -0.97 -1.59
H 4.65 -1.78 -2.23
H 4.87 -2.26 -0.54
H 5.59 -3.23 -1.83
H 6.45 -0.44 -1.15
H 9.13 -3.34 -2.31
H 7.74 -3.89 -1.36
H 7.53 -3.41 -3.06
C -0.83 -4.65 3.70
N -0.08 -3.60 3.04
C 1.08 -3.71 2.34
C 1.69 -5.08 2.21
O 1.60 -2.72 1.84
H -1.84 -4.71 3.28
H -0.91 -4.44 4.77
H -0.34 -5.61 3.57
H -0.44 -2.66 3.10
H 2.60 -5.02 1.63
H 1.92 -5.49 3.20
H 1.00 -5.76 1.70
C 1.86 -6.64 -3.27
N 1.95 -6.69 -1.83
C 3.07 -6.79 -1.07
C 4.40 -6.87 -1.79
O 3.00 -6.82 0.15
H 1.39 -5.71 -3.58
H 1.26 -7.48 -3.63
H 2.84 -6.70 -3.73
H 1.10 -6.65 -1.30
H 5.19 -6.95 -1.05
H 4.43 -7.75 -2.44
H 4.56 -5.98 -2.39
C -1.70 -11.55 -1.29
N -1.12 -10.24 -1.08
C -0.94 -9.25 -1.99
C -1.39 -9.51 -3.40
O -0.43 -8.19 -1.65
H -2.57 -11.68 -0.65
H -0.97 -12.33 -1.05
H -2.00 -11.68 -2.32
H -0.79 -10.00 -0.16
H -1.19 -8.63 -4.01
H -0.86 -10.36 -3.83
H -2.47 -9.71 -3.43
C -5.51 4.41 -5.71
N -4.50 5.25 -5.08
C -4.12 6.51 -5.42
C -4.82 7.15 -6.60
O -3.26 7.09 -4.79
H -6.27 4.16 -4.97
H -5.04 3.49 -6.06
H -5.97 4.92 -6.54
H -4.00 4.88 -4.28
H -4.41 8.14 -6.75
H -4.65 6.56 -7.50
H -5.89 7.23 -6.42
```

Its HOMO-LUMO gap is 7.80 eV. Its structure (SMILES) is CC[C@@H](F)[Si@H](CCCSC(=S)N1CCOCC1)CNC.CNC(C)=O.CNC(C)=O.CNC(C)=O.CNC(C)=O.CNC(C)=O.CNC(C)=O. Its HOMO energy is -7.872 eV. Its net charge is 0. The calculation puts the largest force on an atom at 0.021 hartree/bohr.

***

No. 2
# C31H70AsF6N4O4

C31H70AsF6N4O4 as an isolated structure at a distorted geometry (the ωB97M-V functional and the def2-TZVPD basis, the OMol25 dataset).

Geometry as XYZ:
```
116
C31H70AsF6N4O4, DFT the ωB97M-V functional and the def2-TZVPD basis
As 1.15 0.55 3.64
F 2.47 1.75 4.05
F -0.02 1.94 3.36
F -0.08 -0.59 3.20
F 2.39 -0.77 3.83
F 0.70 0.49 5.40
F 1.63 0.70 1.89
C 0.58 6.45 -3.76
C -0.35 7.72 -3.89
C 0.41 8.80 -2.87
C -0.16 10.23 -3.00
C -0.07 10.64 -4.51
C -0.73 9.82 -5.53
N -0.35 8.31 -5.21
O -0.41 7.46 -6.35
C -0.13 10.30 -6.92
C -2.21 10.09 -5.52
C -1.80 7.41 -3.40
H 1.61 6.58 -4.09
H 0.25 5.69 -4.46
H 0.57 6.05 -2.75
H 1.49 8.84 -2.96
H 0.33 8.36 -1.87
H 0.44 10.78 -2.28
H -1.18 10.31 -2.62
H 1.00 10.75 -4.69
H -0.42 11.67 -4.50
H 0.81 9.79 -7.09
H -0.05 11.37 -7.07
H -0.72 10.01 -7.79
H -2.83 9.30 -5.95
H -2.36 11.07 -5.97
H -2.48 9.96 -4.47
H -2.47 8.23 -3.12
H -1.78 6.69 -2.58
H -2.25 6.85 -4.21
C 7.40 -1.32 0.45
C 7.59 -2.58 -0.49
C 7.49 -3.81 0.41
C 7.04 -5.11 -0.35
C 5.68 -4.82 -0.95
C 5.65 -3.73 -2.00
N 6.43 -2.51 -1.43
O 6.26 -1.25 -2.11
C 4.13 -3.34 -2.22
C 6.39 -4.21 -3.28
C 8.91 -2.55 -1.26
H 7.26 -0.34 0.00
H 8.20 -1.23 1.19
H 6.55 -1.55 1.09
H 6.78 -3.64 1.22
H 8.44 -3.88 0.94
H 7.02 -5.95 0.35
H 7.78 -5.36 -1.11
H 5.03 -4.61 -0.10
H 5.29 -5.70 -1.45
H 4.08 -2.55 -2.97
H 3.78 -3.06 -1.23
H 3.42 -4.08 -2.58
H 5.87 -5.05 -3.74
H 7.41 -4.59 -3.23
H 6.43 -3.42 -4.02
H 9.03 -1.68 -1.91
H 8.97 -3.36 -1.98
H 9.73 -2.56 -0.54
C -6.41 -3.11 -2.73
C -7.77 -2.59 -2.18
N -8.14 -1.16 -2.62
C -7.99 -1.20 -4.19
C -9.55 -0.77 -2.18
C -10.70 -1.52 -2.91
C -7.07 -0.17 -2.04
C -6.58 -0.33 -0.57
O -7.72 -0.41 0.38
C -7.20 -0.32 1.73
H -6.03 -3.89 -2.07
H -5.62 -2.36 -2.65
H -6.49 -3.48 -3.75
H -7.81 -2.51 -1.10
H -8.49 -3.32 -2.54
H -8.52 -2.01 -4.68
H -6.94 -1.37 -4.45
H -8.28 -0.19 -4.48
H -9.55 0.29 -2.45
H -9.73 -0.87 -1.11
H -10.62 -2.53 -2.50
H -10.61 -1.46 -4.00
H -11.68 -1.08 -2.72
H -7.48 0.83 -2.21
H -6.23 -0.12 -2.74
H -5.95 0.51 -0.27
H -6.01 -1.23 -0.37
H -7.88 -0.46 2.57
H -6.61 0.56 1.97
H -6.40 -1.05 1.83
C 1.45 -6.07 7.85
N 1.75 -6.04 9.38
C 1.79 -4.61 9.87
C 0.73 -6.79 10.21
C 3.10 -6.76 9.64
C 4.25 -6.20 8.74
O 4.37 -6.94 7.54
H 0.51 -5.54 7.71
H 1.30 -7.09 7.50
H 2.20 -5.51 7.30
H 2.56 -4.11 9.29
H 1.89 -4.62 10.95
H 0.89 -4.03 9.69
H -0.30 -6.43 10.11
H 1.02 -6.72 11.26
H 0.64 -7.82 9.88
H 2.93 -7.82 9.50
H 3.28 -6.65 10.71
H 5.17 -6.43 9.27
H 4.23 -5.12 8.56
H 5.31 -7.15 7.45
```

Its HOMO-LUMO gap is 5.42 eV. Its HOMO energy is -14.571 eV. Its net charge is +3. The calculation puts the energy above the lowest of the compared OMol25 structures with the same formula, charge and spin at 115.8 kcal per mole. The calculation puts the largest force on an atom at 0.190 hartree/bohr.

***

No. 3
# C31H70Cl2FN2O21S7

A 7-piece molecular cluster, C31H70Cl2FN2O21S7 overall at a distorted geometry (the ωB97M-V functional and the def2-TZVPD basis, the OMol25 dataset).

Geometry as XYZ:
```
134
C31H70Cl2FN2O21S7, DFT the ωB97M-V functional and the def2-TZVPD basis
C 4.62 1.69 2.99
C 4.62 0.20 3.29
O 3.43 -0.23 3.93
C 2.35 -0.69 3.15
C 1.21 0.33 3.21
C -0.12 -0.05 2.47
C -0.74 -1.29 3.19
C -0.92 -2.51 2.31
C 0.27 -3.35 1.92
N -2.10 -2.75 1.89
C 0.00 -0.25 0.96
C -0.40 1.00 0.16
O -1.58 0.70 -0.56
C 0.57 1.55 -0.89
C 1.97 1.87 -0.43
O 2.33 2.95 -0.06
Cl 3.01 0.48 -0.52
N -0.89 2.02 1.24
Cl -2.47 2.73 0.83
C -1.04 1.20 2.61
F -2.34 0.85 2.74
S -0.64 2.36 3.98
H 3.83 1.98 2.32
H 5.57 1.95 2.51
H 4.55 2.25 3.92
H 5.44 0.02 3.99
H 4.83 -0.41 2.41
H 2.63 -0.91 2.12
H 2.04 -1.62 3.63
H 0.93 0.39 4.26
H 1.63 1.28 2.89
H -0.18 -1.53 4.09
H -1.75 -1.04 3.51
H 0.29 -4.27 2.49
H 0.20 -3.62 0.87
H 1.23 -2.85 2.05
H -2.11 -3.58 1.30
H -0.69 -1.00 0.58
H 0.98 -0.64 0.71
H -1.35 0.21 -1.36
H 0.66 0.75 -1.63
H 0.12 2.41 -1.38
H -0.37 2.89 1.33
H -1.24 3.42 3.43
O 0.08 5.44 -5.60
S 1.48 5.45 -5.90
O 2.07 4.32 -6.55
O 2.27 5.76 -4.56
C 1.98 4.94 -3.42
C 2.70 3.61 -3.48
C 1.90 6.92 -6.77
H 0.90 4.82 -3.32
H 2.32 5.52 -2.56
H 2.33 2.98 -4.29
H 2.59 3.08 -2.54
H 3.77 3.77 -3.66
H 1.48 7.77 -6.24
H 1.46 6.83 -7.76
H 2.98 6.99 -6.83
O 4.99 7.10 2.81
S 5.19 5.69 2.81
O 4.57 4.89 3.82
O 6.74 5.39 2.77
C 7.58 6.05 3.75
C 7.51 5.40 5.11
C 4.79 5.02 1.23
H 7.31 7.11 3.79
H 8.58 5.98 3.34
H 6.53 5.54 5.57
H 8.26 5.84 5.77
H 7.70 4.33 5.03
H 5.29 5.59 0.46
H 3.71 5.10 1.13
H 5.09 3.98 1.21
O -3.68 7.01 -2.49
S -4.45 6.22 -3.40
O -5.47 6.83 -4.20
O -5.09 5.01 -2.58
C -5.83 5.35 -1.38
C -7.21 5.89 -1.68
C -3.39 5.28 -4.42
H -5.24 6.06 -0.79
H -5.89 4.42 -0.82
H -7.16 6.86 -2.16
H -7.77 5.99 -0.75
H -7.75 5.21 -2.34
H -2.65 4.79 -3.80
H -2.90 5.97 -5.10
H -3.97 4.55 -4.98
O 1.73 -4.35 -0.89
S 2.99 -4.73 -1.49
O 4.19 -4.18 -0.95
O 2.91 -4.38 -3.04
C 2.48 -3.04 -3.34
C 3.57 -2.01 -3.14
C 3.12 -6.47 -1.63
H 1.60 -2.81 -2.73
H 2.15 -3.05 -4.38
H 3.84 -1.94 -2.08
H 3.22 -1.03 -3.47
H 4.48 -2.26 -3.69
H 2.21 -6.85 -2.07
H 3.24 -6.85 -0.62
H 3.99 -6.69 -2.23
O 0.11 -7.35 -1.36
S -1.23 -7.20 -0.87
O -1.54 -7.61 0.46
O -2.23 -7.87 -1.90
C -1.96 -9.24 -2.29
C -2.40 -10.24 -1.24
C -1.76 -5.54 -1.11
H -0.91 -9.35 -2.54
H -2.53 -9.38 -3.21
H -1.78 -10.18 -0.35
H -2.31 -11.25 -1.65
H -3.43 -10.07 -0.95
H -1.55 -5.25 -2.14
H -1.18 -4.93 -0.42
H -2.82 -5.47 -0.88
O -7.40 -3.15 1.36
S -6.32 -3.79 2.05
O -5.44 -4.66 1.33
O -6.90 -4.55 3.32
C -8.02 -5.45 3.11
C -7.59 -6.78 2.53
C -5.36 -2.60 2.91
H -8.76 -4.95 2.48
H -8.45 -5.58 4.10
H -7.23 -6.67 1.50
H -8.44 -7.46 2.52
H -6.79 -7.21 3.12
H -6.02 -1.96 3.50
H -4.84 -2.02 2.16
H -4.65 -3.11 3.55
```

Its HOMO-LUMO gap is 7.87 eV. Its HOMO energy is -12.234 eV. Its net charge is +1. The calculation puts the largest force on an atom at 0.035 hartree/bohr.

***

No. 4
# C31H70F3NO12SV

C31H70F3NO12SV as an isolated structure at a distorted geometry (the ωB97M-V functional and the def2-TZVPD basis, the OMol25 dataset).

Geometry as XYZ:
```
119
C31H70F3NO12SV, DFT the ωB97M-V functional and the def2-TZVPD basis
V 6.26 14.20 30.15
N 10.27 16.33 30.09
H 10.47 16.60 29.14
H 10.03 17.10 30.70
H 11.08 15.85 30.47
H 9.60 15.58 30.12
C 7.37 17.83 27.60
F 7.10 17.02 26.57
F 8.56 17.53 28.13
F 7.33 19.12 27.16
S 6.01 17.51 28.87
O 4.75 17.88 28.20
O 6.10 16.07 29.21
O 6.30 18.36 30.05
C 8.00 21.97 25.25
C 6.84 22.60 25.63
C 6.16 23.44 24.77
C 6.69 23.62 23.49
C 7.91 23.06 23.12
C 8.52 22.21 24.02
H 8.50 21.30 25.94
H 6.40 22.33 26.58
H 5.20 23.85 25.05
H 6.17 24.30 22.83
H 8.32 23.19 22.13
H 9.44 21.71 23.75
C 8.30 18.26 23.95
C 9.66 18.54 23.94
C 10.54 17.76 23.15
C 10.03 16.86 22.22
C 8.69 16.59 22.29
C 7.79 17.25 23.13
H 7.64 18.85 24.56
H 10.09 19.29 24.59
H 11.60 17.93 23.20
H 10.68 16.29 21.58
H 8.22 15.87 21.63
H 6.74 16.99 23.12
C 2.46 16.19 24.93
C 2.05 15.94 26.36
O 3.20 15.60 27.02
H 2.79 15.26 24.47
H 3.31 16.87 24.90
H 1.61 16.54 24.35
H 1.39 15.07 26.39
H 1.50 16.78 26.77
H 3.63 16.44 27.22
C 4.49 19.86 25.24
C 4.20 20.49 26.49
O 3.17 19.86 27.26
H 4.96 18.88 25.34
H 5.16 20.50 24.67
H 3.56 19.78 24.68
H 3.98 21.55 26.38
H 5.09 20.46 27.13
H 3.57 19.05 27.59
C 2.22 12.82 29.10
C 3.73 12.60 28.90
O 4.37 13.85 28.74
H 2.14 13.59 29.86
H 1.71 11.87 29.29
H 1.79 13.22 28.19
H 3.89 12.02 27.99
H 4.13 12.05 29.75
H 3.95 14.36 28.04
C 8.63 16.03 33.53
C 7.72 14.96 33.01
O 6.98 15.56 31.98
H 9.16 16.46 32.69
H 9.26 15.66 34.34
H 8.18 16.94 33.92
H 6.95 14.77 33.75
H 8.21 14.08 32.59
H 6.61 16.39 32.29
C 11.79 18.73 27.24
C 12.29 17.34 26.91
O 11.43 16.54 27.70
H 10.71 18.76 27.10
H 12.29 19.46 26.59
H 12.00 18.89 28.30
H 13.31 17.12 27.21
H 12.05 17.03 25.89
H 11.44 15.65 27.35
C 4.40 19.75 32.88
C 4.72 18.28 33.12
O 6.12 18.03 32.92
H 3.36 19.92 33.18
H 4.55 19.96 31.82
H 4.99 20.49 33.42
H 4.28 17.56 32.42
H 4.41 18.01 34.13
H 6.23 18.27 31.99
C 0.78 16.32 31.41
C 1.43 17.03 30.22
O 2.53 16.33 29.74
H -0.10 16.79 31.86
H 1.55 16.14 32.16
H 0.54 15.29 31.15
H 1.82 17.96 30.63
H 0.74 17.36 29.45
H 2.39 16.27 28.79
C 9.28 20.77 29.64
C 9.44 19.97 30.93
O 8.95 18.60 30.80
H 8.25 20.66 29.31
H 9.98 20.36 28.91
H 9.44 21.85 29.67
H 8.92 20.48 31.74
H 10.46 19.89 31.30
H 8.00 18.61 30.93
C 6.35 13.70 23.94
C 6.16 13.89 25.48
O 6.53 12.65 26.07
H 7.39 13.51 23.69
H 5.99 14.63 23.49
H 5.75 12.92 23.46
H 5.09 14.09 25.61
H 6.87 14.61 25.88
H 6.81 12.90 26.95
```

Its HOMO-LUMO gap (spin up / spin down) is 6.65 / 7.91 eV. Its HOMO energy (spin up / spin down) is -9.388 / -10.950 eV. As for the spin multiplicity: 5. Its net charge is +1. The calculation puts the largest force on an atom at 0.067 hartree/bohr.